(1)
Density functional theory data (ωB97M-V/def2-TZVPD) for C20H25N5O in the gas phase.

```
! wB97M-V def2-TZVPD RIJCOSX def2/J DEFGRID3
* xyz 0 1
C 2.556 -0.708 -2.875
C 2.636 -0.310 -1.404
N 3.046 -1.425 -0.568
C 4.476 -1.689 -0.621
C 4.770 -3.177 -0.456
C 2.550 -1.331 0.794
C 1.054 -1.685 0.875
N 0.214 -0.544 1.152
C -0.538 -0.447 2.257
O -0.618 -1.282 3.132
C -1.357 0.859 2.284
N -2.354 0.844 1.249
C -2.350 1.455 0.018
C -1.261 2.236 -0.537
C -1.531 3.132 -1.576
C -0.492 3.870 -2.105
C 0.786 3.704 -1.584
C 0.960 2.783 -0.566
N -0.026 2.061 -0.059
N -3.469 1.269 -0.646
C -4.252 0.489 0.149
C -5.533 -0.020 -0.060
C -6.080 -0.794 0.937
C -5.384 -1.074 2.119
C -4.117 -0.583 2.350
C -3.561 0.205 1.352
H 2.153 0.117 -3.458
H 3.533 -0.965 -3.274
H 1.904 -1.569 -2.985
H 3.312 0.556 -1.288
H 1.641 0.002 -1.086
H 4.848 -1.372 -1.596
H 5.022 -1.111 0.145
H 5.835 -3.361 -0.572
H 4.465 -3.535 0.524
H 4.228 -3.741 -1.209
H 3.111 -2.042 1.399
H 2.711 -0.328 1.226
H 0.871 -2.396 1.684
H 0.754 -2.145 -0.072
H 0.252 0.271 0.541
H -0.694 1.714 2.136
H -1.855 0.935 3.255
H -2.543 3.217 -1.935
H -0.668 4.570 -2.909
H 1.624 4.267 -1.962
H 1.934 2.603 -0.130
H -6.063 0.193 -0.974
H -7.070 -1.205 0.809
H -5.854 -1.696 2.867
H -3.575 -0.817 3.252
*
```

Properties
Gap between HOMO and LUMO ... 8.25 eV
M ... 351.5 g/mol
ΔE to the lowest compared entry with this formula, charge and spin ... 0.1429 eV
Highest occupied orbital energy ... -0.306 Eh
SMILES string ... CCN(CC)CCNC(=O)Cn1c(-c2ccccn2)nc2ccccc21
LUMO energy ... -0.1 eV

(2)
Density functional theory data (ωB97M-V/def2-TZVPD) for 3 unconnected molecules or ions with the total composition C6H16NO3.

```
! wB97M-V def2-TZVPD RIJCOSX def2/J DEFGRID3
* xyz 1 1
O -0.642 -1.756 2.592
C -1.414 -1.601 1.679
C -1.075 -0.646 0.566
C -1.049 -1.247 -0.826
C -1.308 -0.193 -1.949
C -0.656 2.152 -1.786
C -0.257 0.893 -1.953
N 0.287 -0.071 0.935
H -2.391 -2.110 1.663
H -1.733 0.259 0.646
H -1.961 -1.856 -0.732
H -0.168 -1.796 -1.162
H -1.344 -0.676 -2.956
H -2.304 0.245 -1.780
H 0.026 2.991 -1.964
H -1.626 2.583 -1.565
H 0.811 0.746 -2.048
H 0.235 0.402 1.837
H 0.650 0.586 0.199
H 0.980 -0.834 1.145
H 2.754 -1.956 1.340
H 2.540 -1.455 2.798
O 2.564 -1.180 1.879
H 2.859 2.187 -0.132
H 2.018 2.523 1.106
O 2.202 1.811 0.470
*
```

Properties
Gap between HOMO and LUMO ... 10.38 eV
M ... 150.2 g/mol
ΔE to the lowest compared entry with this formula, charge and spin ... 0.0000 eV
Highest occupied orbital energy ... -0.491 Eh
LUMO energy ... -3.0 eV

(3)
Density functional theory data (ωB97M-V/def2-TZVPD) for C7H12O in the gas phase.

```
! wB97M-V def2-TZVPD RIJCOSX def2/J DEFGRID3
* xyz 0 1
C 1.400 -2.654 -1.411
C 0.247 -1.840 -2.003
C 0.213 -0.455 -1.473
C -0.309 -0.046 -0.274
C -0.185 1.178 0.387
C -0.499 1.336 1.864
O 0.548 1.077 2.603
C -1.052 2.758 2.101
H 1.228 -3.729 -1.480
H 2.357 -2.504 -1.916
H 1.466 -2.438 -0.340
H -0.668 -2.291 -1.584
H 0.058 -1.922 -3.076
H 0.726 0.301 -2.065
H -0.966 -0.815 0.155
H 0.406 1.971 -0.078
H -1.428 0.676 2.015
H -0.170 3.394 2.236
H -1.721 3.188 1.330
H -1.651 2.816 3.009
*
```

Properties
Gap between HOMO and LUMO ... 6.04 eV
M ... 112.2 g/mol
ΔE to the lowest compared entry with this formula, charge and spin ... 4.3144 eV
Highest occupied orbital energy ... -0.297 Eh
LUMO energy ... -2.0 eV

(4)
Density functional theory data (ωB97M-V/def2-TZVPD) for 2 unconnected molecules or ions with the total composition C5H12O3.

```
! wB97M-V def2-TZVPD RIJCOSX def2/J DEFGRID3
* xyz 0 1
C 1.096 2.437 -1.391
C 0.764 1.150 -0.650
O 1.594 0.102 -0.935
O -0.515 0.627 -1.254
O 0.688 1.281 0.720
H 1.100 2.252 -2.461
H 2.085 2.769 -1.085
H 0.347 3.197 -1.178
H 1.030 -0.231 -1.742
H -0.943 0.022 -0.621
H 0.192 2.080 0.933
C -2.112 -1.306 0.805
C -0.935 -1.334 1.417
C 0.193 -2.240 1.058
H -2.921 -0.678 1.147
H -2.355 -2.002 0.014
H -0.780 -0.735 2.306
H 0.516 -2.812 1.929
H 1.045 -1.647 0.723
H -0.089 -2.933 0.267
*
```

Properties
Gap between HOMO and LUMO ... 10.54 eV
M ... 120.1 g/mol
ΔE to the lowest compared entry with this formula, charge and spin ... 1.5738 eV
Highest occupied orbital energy ... -0.359 Eh
SMILES string ... CC(O)(O)O.C=CC
LUMO energy ... 0.8 eV

(5)
Density functional theory data (ωB97M-V/def2-TZVPD) for 2 unconnected molecules or ions with the total composition C3H10NO2.

```
! wB97M-V def2-TZVPD RIJCOSX def2/J DEFGRID3
* xyz 1 1
O -2.346 1.103 -1.007
C -2.049 0.115 -0.387
C -0.621 -0.165 0.127
C -0.381 -1.655 0.252
N 0.217 0.638 -0.837
H -2.553 -0.821 -0.664
H -0.433 0.273 1.113
H -0.198 -2.166 -0.698
H -1.199 -2.339 0.622
H 0.610 -1.892 0.796
H -0.392 1.286 -1.410
H 0.767 0.075 -1.506
H 0.969 1.081 -0.292
H 3.151 1.206 0.929
H 2.245 1.996 1.797
O 2.214 1.264 1.164
*
```

Properties
Gap between HOMO and LUMO ... 10.88 eV
M ... 92.1 g/mol
ΔE to the lowest compared entry with this formula, charge and spin ... 1.5475 eV
Highest occupied orbital energy ... -0.546 Eh
LUMO energy ... -4.0 eV

(6)
Density functional theory data (ωB97M-V/def2-TZVPD) for C3H2NO2P in the gas phase.

```
! wB97M-V def2-TZVPD RIJCOSX def2/J DEFGRID3
* xyz 0 1
C -1.221 0.007 -0.813
C -0.408 0.105 0.228
C -0.572 1.147 1.173
N -0.680 2.126 1.806
O 0.774 -0.738 0.208
P 2.341 -0.747 -0.310
O 2.895 -1.960 0.214
H -1.038 -0.602 -1.656
H -2.090 0.662 -0.849
*
```

Properties
Gap between HOMO and LUMO ... 9.98 eV
M ... 115.0 g/mol
ΔE to the lowest compared entry with this formula, charge and spin ... 0.0948 eV
Highest occupied orbital energy ... -0.386 Eh
SMILES string ... C=C(C#N)OP=O
LUMO energy ... -0.5 eV

(7)
Density functional theory data (ωB97M-V/def2-TZVPD) for a molecular structure, C33H31AsF9N2OS3SbSe4V.

```
! wB97M-V def2-TZVPD RIJCOSX def2/J DEFGRID3
* xyz -2 4
V 0.555 -0.678 0.380
C -3.655 0.198 0.557
C -3.439 -0.773 -0.602
S -1.769 -1.426 -0.923
C -1.912 -3.084 -0.220
C -2.054 -3.125 1.297
S -0.726 -2.212 2.142
C -1.599 -1.359 3.476
C -2.482 -0.173 3.130
S -4.015 -0.496 2.195
H -4.529 0.807 0.309
H -2.805 0.874 0.669
H -3.719 -0.261 -1.524
H -4.089 -1.645 -0.504
H -1.002 -3.580 -0.546
H -2.767 -3.582 -0.684
H -2.023 -4.167 1.624
H -3.009 -2.697 1.595
H -0.781 -0.971 4.092
H -2.137 -2.111 4.058
H -1.907 0.576 2.586
H -2.794 0.292 4.065
Se 0.190 1.861 4.942
Sb 1.369 1.792 2.812
Se 2.329 -0.473 2.329
Se -0.287 1.792 0.920
Se 3.050 3.499 2.326
C -4.772 3.076 -5.746
C -4.399 4.161 -4.962
C -3.556 3.980 -3.874
C -3.076 2.712 -3.560
C -3.458 1.628 -4.346
C -4.300 1.809 -5.439
As -1.846 2.338 -2.056
C -0.337 3.356 -2.728
C 0.567 2.966 -3.701
C 1.643 3.791 -4.006
C 1.818 4.983 -3.318
C 0.917 5.373 -2.338
C -0.176 4.567 -2.044
C -1.233 4.865 -1.061
C -1.285 5.979 -0.231
C -2.342 6.130 0.652
C -3.353 5.179 0.713
C -3.297 4.054 -0.098
C -2.242 3.901 -0.982
H -5.432 3.220 -6.593
H -4.767 5.152 -5.199
H -3.267 4.828 -3.265
H -3.096 0.635 -4.103
H -4.590 0.959 -6.045
H 0.453 2.014 -4.206
H 2.370 3.482 -4.746
H 2.679 5.606 -3.532
H 1.080 6.295 -1.793
H -0.487 6.711 -0.246
H -2.366 6.984 1.317
H -4.164 5.294 1.421
H -4.060 3.290 -0.014
F 0.504 -4.083 -2.522
C 1.799 -4.022 -2.183
F 2.382 -3.170 -3.048
F 2.319 -5.242 -2.429
C 1.963 -3.524 -0.694
O 1.074 -2.575 -0.448
C 3.457 -3.070 -0.510
F 3.816 -3.069 0.775
F 3.654 -1.850 -0.994
F 4.324 -3.898 -1.154
C 1.732 -4.756 0.247
F 1.576 -4.375 1.507
F 0.601 -5.409 -0.115
F 2.727 -5.668 0.216
N 4.396 1.557 -4.148
C 3.473 1.126 -3.192
C 3.434 1.687 -1.918
C 2.498 1.237 -1.009
N 1.606 0.275 -1.293
C 1.631 -0.228 -2.519
C 2.526 0.156 -3.499
H 5.220 1.983 -3.752
H 4.633 0.855 -4.831
H 4.127 2.459 -1.606
H 2.490 1.665 -0.017
H 0.909 -1.011 -2.725
H 2.497 -0.310 -4.477
*
```

Properties
Gap between HOMO and LUMO (alpha / beta) ... 5.08 / 5.21 eV
M ... 1302.3 g/mol
ΔE to the lowest compared entry with this formula, charge and spin ... 0.0000 eV
Highest occupied orbital energy (alpha / beta) ... -0.050 / -0.055 Eh
LUMO energy (alpha / beta) ... 3.7 / 3.7 eV

(8)
Density functional theory data (ωB97M-V/def2-TZVPD) for 5 unconnected molecules or ions with the total composition C4H15NO6.

```
! wB97M-V def2-TZVPD RIJCOSX def2/J DEFGRID3
* xyz 0 1
N -0.816 -0.328 -1.184
C -1.205 -1.018 0.031
C -2.430 -1.860 -0.282
O -2.422 -3.061 -0.279
C -1.589 -0.028 1.144
C -0.395 0.430 1.913
O 0.708 -0.041 1.806
H -0.449 -0.984 -1.865
H -0.099 0.355 -1.009
H -0.435 -1.680 0.428
H -3.361 -1.290 -0.480
H -2.190 0.786 0.744
H -2.227 -0.570 1.855
H -0.602 1.150 2.726
O 2.577 -1.874 1.015
H 2.606 -2.803 1.276
H 1.792 -1.581 1.515
O -0.965 2.483 -0.676
H -0.221 2.377 -1.287
H -1.682 2.294 -1.297
O 1.013 1.326 -2.938
H 1.171 2.189 -3.340
H 1.852 0.875 -2.789
O 2.962 1.299 1.048
H 3.342 0.720 1.714
H 3.066 0.834 0.212
*
```

Properties
Gap between HOMO and LUMO ... 9.78 eV
M ... 173.2 g/mol
ΔE to the lowest compared entry with this formula, charge and spin ... 2.1031 eV
Highest occupied orbital energy ... -0.351 Eh
SMILES string ... N[C@H](C=O)CC=O.O.O.O.O
LUMO energy ... 0.2 eV

Q: Which value of M does entry 2 give?
A: 150.2 g/mol

Please write out number 3 again, unchanged.
Density functional theory data (ωB97M-V/def2-TZVPD) for C7H12O in the gas phase.

```
! wB97M-V def2-TZVPD RIJCOSX def2/J DEFGRID3
* xyz 0 1
C 1.400 -2.654 -1.411
C 0.247 -1.840 -2.003
C 0.213 -0.455 -1.473
C -0.309 -0.046 -0.274
C -0.185 1.178 0.387
C -0.499 1.336 1.864
O 0.548 1.077 2.603
C -1.052 2.758 2.101
H 1.228 -3.729 -1.480
H 2.357 -2.504 -1.916
H 1.466 -2.438 -0.340
H -0.668 -2.291 -1.584
H 0.058 -1.922 -3.076
H 0.726 0.301 -2.065
H -0.966 -0.815 0.155
H 0.406 1.971 -0.078
H -1.428 0.676 2.015
H -0.170 3.394 2.236
H -1.721 3.188 1.330
H -1.651 2.816 3.009
*
```

Properties
Gap between HOMO and LUMO ... 6.04 eV
M ... 112.2 g/mol
ΔE to the lowest compared entry with this formula, charge and spin ... 4.3144 eV
Highest occupied orbital energy ... -0.297 Eh
LUMO energy ... -2.0 eV